{"formula": "C3H4NO2", "method": "ωB97M-V/def2-TZVPD", "symbols": ["O", "O", "C", "H", "C", "C", "H", "N", "H", "H"], "positions_angstrom": [[-4.4276, 0.1096, -0.7784], [-3.1955, 2.1098, -0.4711], [-0.2179, 0.7282, 0.1838], [0.7450, 1.1576, -0.4099], [-1.0681, -0.2023, -0.6780], [-3.7246, 1.0707, -0.6454], [0.3505, -0.7462, -2.2320], [-0.7237, -0.7163, -1.7896], [-0.8096, 1.6371, 0.4439], [-0.1004, 0.1252, 1.1971]], "atomic_forces_ev_per_a": [[1.733, 2.769, 0.208], [-0.921, -1.308, -0.385], [0.832, -0.150, 0.266], [-1.240, -1.200, 1.468], [-0.055, 0.890, -0.473], [-0.622, -1.636, 0.186], [-1.831, 0.993, 1.660], [1.295, -1.049, -0.938], [0.287, -0.696, -0.127], [0.524, 1.387, -1.864]], "total_charge": -1, "orbital_gap_ev": 5.0809, "largest_force_ev_per_a": 3.27, "e_lumo_ha": 0.1383, "de_lowest_kj_mol": 302.2}

{"formula": "C43H49Cl3CuGeN4O8S", "method": "ωB97M-V/def2-TZVPD", "symbols": ["Ge", "C", "C", "C", "C", "C", "C", "O", "H", "C", "H", "H", "H", "H", "C", "H", "C", "O", "H", "O", "H", "C", "C", "C", "H", "H", "H", "C", "C", "C", "C", "C", "H", "H", "H", "H", "H", "H", "N", "H", "C", "C", "H", "Cl", "H", "C", "H", "H", "O", "H", "N", "C", "H", "H", "H", "H", "H", "H", "H", "O", "C", "N", "Cu", "H", "H", "H", "C", "H", "C", "C", "C", "C", "N", "C", "C", "H", "H", "H", "H", "H", "H", "H", "C", "C", "C", "C", "H", "H", "Cl", "O", "Cl", "C", "H", "C", "H", "H", "C", "C", "S", "C", "C", "C", "H", "C", "O", "C", "O", "C", "H", "H"], "positions_angstrom": [[-18.2191, 6.5744, -13.3465], [-19.9583, 3.9780, -9.4070], [-23.8115, 0.0499, -8.5373], [-24.3224, 6.3846, -10.6704], [-15.9957, 6.1191, -11.6586], [-23.8717, 0.4972, -7.1127], [-24.0816, 1.2072, -14.9031], [-23.1410, 4.8164, -9.2608], [-17.0569, 1.1739, -10.2952], [-21.7971, 0.4209, -9.6633], [-26.6201, 9.4160, -11.3236], [-22.2962, 2.6574, -4.9801], [-18.0328, 3.8481, -8.3483], [-14.5711, 8.5561, -9.7667], [-23.9048, 1.2993, -4.4094], [-14.2752, 6.8204, -9.7932], [-27.1281, -2.5690, -9.5587], [-22.7641, 2.4181, -13.0704], [-19.2948, 8.5931, -10.1779], [-22.8654, 4.7601, -11.4235], [-23.7126, -2.5634, -9.5581], [-19.8200, 7.6587, -10.2954], [-23.0518, 1.5350, -6.6424], [-23.8756, 1.2540, -9.5265], [-15.4815, 6.1983, -12.6089], [-17.3667, 4.4425, -12.2824], [-21.3468, 6.5226, -9.2263], [-17.0030, 2.2269, -10.5032], [-22.5158, -2.5337, -12.5895], [-15.9379, 7.4907, -10.9679], [-27.3356, -1.2814, -9.0302], [-24.7581, -0.0996, -6.2115], [-26.4672, 0.5604, -8.3575], [-25.4471, -0.8655, -6.5396], [-19.3120, 2.2202, -11.9734], [-26.1312, 8.6027, -8.9641], [-16.2077, 8.2544, -11.6970], [-23.8945, 6.3393, -12.7731], [-22.4878, -0.4862, -8.8765], [-23.9877, 5.9462, -8.4429], [-20.4107, 7.6936, -11.7259], [-25.8142, -3.0377, -9.7166], [-21.9597, -1.0233, -8.1966], [-20.0291, 5.9708, -17.0220], [-17.0898, 6.9614, -14.3628], [-24.7170, -2.1551, -9.4434], [-22.3964, 2.1061, -7.3421], [-22.9081, -3.4749, -12.1701], [-20.5975, 0.3797, -9.8654], [-25.3809, 8.3921, -13.2278], [-18.2967, 2.8697, -10.2698], [-26.2927, -0.4551, -8.6898], [-23.1230, 1.0678, -15.4226], [-24.0246, 1.5877, -3.3738], [-20.4635, -3.2318, -12.7104], [-20.6377, 4.5638, -8.8118], [-19.0433, 6.8733, -10.1573], [-15.4051, 5.4299, -11.0708], [-20.9300, 0.7579, -13.8082], [-24.6237, 6.6948, -8.3194], [-24.9264, -0.9399, -8.8746], [-22.6470, 1.3492, -10.1426], [-22.2620, 3.0091, -11.0039], [-13.7696, 7.8362, -11.1578], [-25.5371, -0.0939, -4.1930], [-16.6027, 7.5441, -10.1057], [-20.3039, 4.4556, -16.1402], [-24.3180, -1.3437, -12.3637], [-24.5199, 6.8356, -11.9885], [-21.3803, -0.1378, -13.4788], [-24.7886, 0.2887, -4.8658], [-18.6714, 3.5943, -9.1639], [-20.3525, 3.4457, -10.5918], [-24.9331, 7.0378, -9.5981], [-19.4108, 8.0128, -12.8444], [-19.9479, 8.4342, -13.6815], [-24.5738, 2.1325, -15.1908], [-27.9712, -3.2424, -9.7343], [-21.1094, 8.5377, -11.7478], [-25.6301, -4.0162, -10.1166], [-21.7062, 8.2158, -9.4390], [-21.0072, 6.7700, -11.8775], [-20.8770, 7.5132, -9.2298], [-17.4045, 5.5270, -11.9316], [-22.7297, -0.2197, -13.1553], [-25.3539, 7.8969, -12.2480], [-28.3494, -0.9274, -8.9670], [-16.2103, 2.6522, -9.8637], [-22.0460, 4.4478, -15.6105], [-24.7977, 1.9955, -9.8035], [-19.9172, 3.0684, -17.1250], [-23.3008, -1.3980, -12.7431], [-18.0135, 5.5797, -11.0351], [-23.4136, 5.2480, -10.3913], [-24.6990, 0.3530, -15.1038], [-19.5766, -1.2767, -13.5152], [-19.3607, 4.4867, -14.8427], [-25.7738, 8.0792, -9.8343], [-23.7212, 1.1909, -13.1976], [-22.9838, 1.8516, -5.2822], [-14.5425, 7.7038, -10.3953], [-25.9980, 8.5299, -11.1503], [-20.5152, 7.7632, -8.2180], [-21.1628, -2.4338, -12.8545], [-18.6565, 3.5631, -14.5238], [-19.3215, 2.8017, -11.0774], [-19.5675, 5.5648, -14.1824], [-20.6218, -1.2598, -13.2770], [-16.7018, 2.3628, -11.5569], [-18.7193, 8.8019, -12.4572]], "atomic_forces_ev_per_a": [[-0.613, -0.082, -0.087], [0.212, -0.066, 0.638], [-0.106, -0.792, -0.831], [-0.131, -0.014, -0.111], [-0.655, -0.191, -0.025], [-0.305, 0.706, 1.264], [0.624, -0.114, -1.015], [-0.256, -0.013, 0.953], [-0.170, -0.488, 0.113], [0.817, -0.781, 0.623], [0.240, -0.411, 0.106], [-0.436, -0.512, 0.000], [0.398, -0.106, 0.153], [0.315, 0.897, 0.679], [-0.906, -1.377, -0.119], [0.008, 0.369, -0.094], [1.210, -0.608, 0.494], [-0.896, -1.363, 0.413], [0.303, 0.526, 0.263], [0.368, -0.569, -1.102], [-0.144, 0.367, -0.116], [0.517, -0.491, -0.598], [0.830, -0.106, -0.344], [0.476, 0.353, -1.018], [0.336, 0.031, -0.295], [0.069, 1.483, 0.375], [0.261, 0.177, 0.071], [0.429, 0.553, -0.292], [-0.123, -0.631, 0.453], [0.270, -0.832, -0.119], [-0.048, -0.191, -0.473], [0.238, 0.037, 0.908], [0.075, -0.111, 0.086], [0.144, 0.007, 0.066], [-0.032, -0.095, -0.382], [-0.414, 0.188, 0.010], [-0.086, 0.312, 0.155], [-0.856, 0.521, 0.700], [-0.224, 0.128, 0.149], [-0.017, -0.228, 0.556], [-0.258, -0.355, 0.627], [-0.491, 1.803, 0.021], [-0.146, 0.303, -0.161], [0.106, -0.131, -0.192], [-0.517, -0.241, 0.061], [-0.550, -2.061, 0.176], [-0.534, -0.642, 0.512], [-0.008, 0.649, -0.370], [0.362, -0.203, -0.190], [-0.221, -0.558, 0.353], [2.045, -0.213, 1.076], [1.567, -1.023, -0.804], [-0.314, 0.300, -0.051], [0.415, 0.210, 0.015], [-0.103, -0.644, 0.147], [0.030, -0.056, 0.070], [-0.563, 0.394, -0.240], [0.079, -0.376, 0.280], [0.248, 1.001, -0.295], [-0.304, 0.203, -0.733], [-1.861, 2.114, 0.028], [-0.778, 0.467, 0.063], [-0.436, 0.467, -0.693], [-0.112, -0.009, 0.032], [-0.046, -0.246, 0.077], [-0.445, -0.067, -0.224], [-0.105, 0.291, 0.877], [-0.059, -0.350, -0.224], [1.025, -0.854, -0.146], [-0.595, -0.482, 0.459], [0.883, 1.259, -0.654], [-0.519, 0.552, -0.195], [-0.642, 0.025, -0.313], [1.067, -1.016, 0.580], [0.924, 0.400, 1.082], [0.111, -0.070, -0.487], [0.016, 0.014, 0.135], [0.251, 0.341, -0.120], [-0.222, -0.241, 0.179], [0.093, -0.314, -0.040], [0.279, -0.187, 0.132], [0.324, 0.400, -0.274], [-0.942, 0.452, 0.266], [0.610, -0.753, -0.364], [1.079, -0.391, -0.401], [-0.330, 1.291, 0.581], [-0.235, 0.158, 0.210], [-0.582, 0.036, -0.250], [1.007, -0.229, -0.166], [0.008, -0.556, 0.652], [-0.176, -0.053, -0.066], [-0.428, -0.287, 0.952], [-0.105, -0.211, 0.022], [0.307, 0.476, -0.902], [-0.490, -0.419, -0.207], [0.432, 0.341, -0.003], [-0.914, -1.087, -0.333], [-0.870, 1.591, -1.190], [0.377, 2.684, 1.077], [-0.217, 0.902, -0.544], [0.042, -0.758, -0.555], [0.441, -0.463, 0.218], [-0.017, -0.282, -0.379], [-0.419, -0.663, 0.312], [0.105, 0.038, -0.463], [-0.888, -0.490, -0.841], [0.464, 1.149, 0.216], [0.751, 0.418, -0.794], [-0.197, -0.009, 0.474], [-0.531, -0.223, -0.304]], "total_charge": 0, "orbital_gap_ev": [8.4881, 7.5475], "largest_force_ev_per_a": 2.92, "multiplicity": 2, "e_lumo_ha": [0.0161, -0.0183], "s2": 0.75, "de_lowest_kj_mol": 0.0}

{"formula": "C7H11O3", "method": "ωB97M-V/def2-TZVPD", "symbols": ["O", "O", "H", "C", "H", "C", "C", "H", "H", "H", "H", "H", "C", "H", "O", "H", "H", "C", "C", "C", "H"], "positions_angstrom": [[2.0647, -1.1161, 1.0582], [-0.3869, -2.0533, -2.2581], [-0.0420, 1.9812, 1.7498], [-1.9201, -0.9259, -0.3317], [-2.2800, -1.4237, 0.5437], [-0.7008, 1.3661, 1.2342], [-0.4187, -0.5003, -0.5002], [-1.4963, 1.0277, 1.8215], [0.5309, 1.9189, -1.0069], [2.1627, -1.1266, -0.7364], [1.5780, 2.2808, 0.0887], [-2.5883, -0.2687, -0.8397], [0.9893, -0.5795, 1.3315], [1.8625, 0.7173, -0.8864], [1.6300, -1.2356, -1.5876], [-1.9691, -1.7782, -1.0383], [-1.0620, 2.1802, 0.5425], [0.2708, -1.2950, -1.4895], [0.2709, 0.4175, 0.4816], [1.1805, 1.4160, -0.3733], [0.3238, -1.0027, 2.1964]], "atomic_forces_ev_per_a": [[0.057, 0.463, 0.522], [1.880, 0.791, 0.202], [1.146, 0.981, 2.079], [2.082, -1.130, -2.086], [-0.180, 0.546, 1.244], [0.974, 0.836, -2.636], [-0.834, -1.583, 0.510], [-1.061, -0.941, 0.840], [-1.452, 0.136, -1.900], [-1.630, -0.229, -0.723], [1.365, 0.383, 1.476], [-0.922, 1.016, 0.380], [-1.141, -0.882, 0.211], [0.040, 1.432, -0.059], [1.321, -0.381, -0.045], [0.095, 0.270, 0.210], [-0.272, -1.308, 0.060], [-2.219, -0.282, 0.922], [-0.290, 2.200, -1.211], [0.092, -2.805, 1.037], [0.950, 0.486, -1.033]], "total_charge": -1, "orbital_gap_ev": 6.0829, "largest_force_ev_per_a": 3.16, "e_lumo_ha": 0.1321, "de_lowest_kj_mol": 138.2}

{"formula": "C4H8NO2", "method": "ωB97M-V/def2-TZVPD", "symbols": ["H", "H", "C", "O", "H", "N", "C", "H", "H", "O", "H", "H", "C", "H", "C"], "positions_angstrom": [[-0.0178, -2.0443, 0.3142], [0.8304, 2.1203, 0.1387], [0.0060, 0.1157, 0.3955], [-2.1653, -1.2775, -0.5715], [1.3115, -1.3978, -0.5329], [-0.7410, 0.4838, -0.7859], [-1.8060, -0.3269, -1.2974], [-0.3107, 1.1023, -1.4525], [1.3086, -1.3194, 1.2787], [-2.2456, 0.0433, -2.4124], [0.8507, 1.5379, 1.8130], [-0.7240, 0.0663, 1.1997], [0.9829, 1.2560, 0.7626], [2.0107, 0.8744, 0.7771], [0.7095, -1.2340, 0.3732]], "atomic_forces_ev_per_a": [[-0.175, 0.151, 0.314], [0.236, 0.329, -0.217], [-0.269, 0.566, -0.020], [-0.054, -0.052, 0.165], [0.265, 0.457, 0.260], [0.145, -0.195, 0.141], [0.000, 0.236, -0.415], [-0.006, -0.127, -0.066], [0.224, -0.239, 0.022], [0.061, -0.082, 0.114], [-0.281, 0.237, -0.125], [-0.185, -0.210, 0.180], [0.193, -0.956, 0.891], [0.046, 0.331, -0.634], [-0.199, -0.446, -0.609]], "total_charge": -1, "orbital_gap_ev": 7.7545, "largest_force_ev_per_a": 1.32, "e_lumo_ha": 0.1427, "de_lowest_kj_mol": 17.7}

{"formula": "C4H7NO", "method": "ωB97M-V/def2-TZVPD", "symbols": ["C", "H", "H", "O", "H", "H", "H", "C", "H", "N", "H", "C", "C"], "positions_angstrom": [[-1.5519, 0.8742, 0.3949], [1.0242, 1.1381, -0.9309], [1.2575, 1.3279, 1.1651], [1.4983, 0.4188, 0.9587], [-0.3311, -0.6806, -1.6286], [0.3712, -1.8033, -0.4619], [2.1167, -0.2506, -0.8734], [1.2260, 0.1919, -0.4130], [-0.7367, -0.7427, 1.4109], [-1.8800, 1.9839, 0.3892], [-1.9445, -1.1717, 0.1896], [-1.0920, -0.5182, 0.4008], [0.0422, -0.7677, -0.6013]], "atomic_forces_ev_per_a": [[-0.288, 0.962, -0.015], [-0.007, -0.126, 0.118], [0.024, -0.132, 0.073], [0.053, 0.158, 0.107], [0.073, -0.016, 0.146], [-0.026, 0.143, -0.006], [-0.106, 0.096, 0.045], [-0.128, -0.086, -0.378], [-0.079, 0.051, -0.128], [0.343, -1.054, -0.016], [0.109, 0.114, 0.029], [-0.030, -0.047, 0.037], [0.060, -0.065, -0.011]], "total_charge": 0, "orbital_gap_ev": 11.5692, "largest_force_ev_per_a": 1.11, "e_lumo_ha": 0.0298, "de_lowest_kj_mol": 102.1}

{"formula": "C4H6N2O2", "method": "ωB97M-V/def2-TZVPD", "symbols": ["H", "H", "N", "N", "H", "C", "C", "C", "O", "C", "H", "H", "O", "H"], "positions_angstrom": [[-1.6502, 1.4427, 0.6655], [0.0343, 2.6230, -0.6259], [0.0340, -1.6942, 1.7994], [-0.1851, 1.5800, -0.9887], [-1.9069, 0.1838, -0.7009], [0.1491, -0.1538, 0.0915], [1.0280, 0.8196, -0.6643], [-0.0015, -2.2227, 0.7031], [0.2487, -1.2800, -0.4166], [-1.1029, 0.8956, -0.2161], [1.6450, 1.1443, -0.0332], [1.4171, 0.3219, -1.7685], [0.4191, -0.3058, 1.5282], [-0.1287, -3.3542, 0.6265]], "atomic_forces_ev_per_a": [[1.373, -1.068, -1.454], [-1.373, -2.916, -1.369], [1.082, 3.002, 1.970], [2.683, 6.651, -0.706], [1.109, 1.919, 0.076], [-0.897, 6.634, 3.856], [-5.079, -4.253, -7.737], [-0.239, -1.954, -3.545], [-0.884, -9.750, -0.949], [-2.559, -4.137, 2.804], [5.646, 3.482, 4.316], [-0.361, 1.301, 3.616], [-0.587, -0.911, -0.178], [0.087, 1.999, -0.701]], "total_charge": 0, "orbital_gap_ev": 9.5869, "largest_force_ev_per_a": 10.19, "e_lumo_ha": 0.0339, "de_lowest_kj_mol": 660.5}

{"formula": "C3H11N2O", "method": "ωB97M-V/def2-TZVPD", "symbols": ["H", "H", "N", "H", "H", "C", "H", "H", "H", "O", "H", "H", "C", "C", "N", "H", "H"], "positions_angstrom": [[0.3204, -1.5280, 2.9594], [-2.8389, 1.9544, -1.6260], [-1.1397, 0.8901, -1.1769], [-1.7187, 1.7772, -3.1515], [-0.6484, 0.1430, -1.5771], [-2.1283, 1.4147, -2.1938], [2.1363, 0.3662, -0.3231], [1.5999, -2.5489, 2.1886], [-1.5013, 0.4170, -0.1967], [-0.0345, -0.2802, 0.9106], [-0.3856, 1.5151, -0.9756], [-2.8304, 0.6061, -2.5432], [1.0923, -0.7275, 1.2116], [1.2034, -1.4742, 2.4433], [2.1351, -0.4864, 0.3046], [2.9840, -0.9255, 0.4296], [1.7544, -1.1133, 3.3162]], "atomic_forces_ev_per_a": [[-2.885, -0.550, 0.228], [-0.238, 1.740, 0.046], [-1.979, -1.036, 1.360], [0.276, 0.501, 1.107], [0.858, -1.835, -0.736], [-1.362, -2.124, -0.290], [-0.282, -1.823, 1.315], [-0.709, 1.877, 0.691], [1.083, 1.713, -2.660], [0.902, -0.006, 0.049], [0.152, 1.007, 0.687], [1.187, 0.016, 0.525], [-1.018, 2.533, -2.632], [3.289, -3.194, 0.453], [-2.566, 1.522, 0.307], [2.099, -0.819, 0.427], [1.193, 0.479, -0.876]], "total_charge": 1, "orbital_gap_ev": 10.7179, "largest_force_ev_per_a": 4.61, "e_lumo_ha": -0.1235, "de_lowest_kj_mol": 171.4}